# 1
Computed, not measured: a 5-piece molecular cluster, C32H72BrN4 overall at a distorted geometry, with the ωB97M-V functional and the def2-TZVPD basis.

Values from the calculation:
**Gap between HOMO and LUMO**: 7.9 eV
**ΔE to the lowest compared entry with this formula, charge and spin**: 106.3 kcal per mole
**E_LUMO**: -6.4 eV
**Total charge**: +3

Each line ends with the Mulliken charge.
Cartesian coordinates (Å):
C 27.34 -26.45 -4.36  -1.346
C 28.72 -27.14 -4.74  -0.432
C 28.65 -28.29 -5.68  -0.462
N 30.07 -28.58 -6.28  0.617
C 31.14 -28.97 -5.17  -0.937
C 30.17 -29.69 -7.35  -0.412
C 31.37 -29.49 -8.21  -0.339
C 31.59 -27.97 -8.13  -1.112
C 30.63 -27.41 -7.15  -0.732
H 27.64 -25.54 -3.84  0.435
H 26.69 -27.11 -3.79  0.304
H 26.93 -26.29 -5.36  0.312
H 29.26 -27.29 -3.81  0.388
H 29.29 -26.33 -5.19  0.290
H 27.98 -28.10 -6.52  0.289
H 28.38 -29.22 -5.19  0.313
H 30.57 -29.77 -4.69  0.416
H 31.34 -28.31 -4.34  0.265
H 31.98 -29.29 -5.79  0.353
H 30.07 -30.69 -6.93  0.307
H 29.29 -29.73 -8.00  -0.173
H 32.21 -30.07 -7.81  0.341
H 31.17 -29.93 -9.18  0.400
H 32.64 -27.69 -8.11  0.381
H 31.36 -27.40 -9.03  0.371
H 31.02 -26.64 -6.48  0.495
H 29.84 -26.86 -7.65  0.512
C 27.63 -32.90 -13.05  -1.020
C 26.66 -33.65 -13.99  -0.311
C 27.27 -35.12 -14.26  -0.920
N 26.21 -36.15 -14.82  0.115
C 25.63 -35.55 -16.13  -0.899
C 25.07 -36.54 -13.78  -0.451
C 24.62 -37.77 -14.39  -0.983
C 25.72 -38.54 -15.09  -0.560
C 26.80 -37.53 -15.08  -0.544
H 28.67 -32.93 -13.36  0.375
H 27.48 -33.47 -12.13  -0.055
H 27.39 -31.84 -13.06  0.453
H 26.52 -33.13 -14.94  0.464
H 25.71 -33.72 -13.48  0.253
H 27.81 -35.41 -13.36  0.391
H 27.96 -34.90 -15.08  0.350
H 26.48 -35.27 -16.74  0.343
H 25.04 -34.69 -15.81  0.333
H 25.06 -36.37 -16.57  0.470
H 24.44 -35.65 -13.69  0.436
H 25.64 -36.52 -12.86  0.402
H 23.82 -37.64 -15.12  0.375
H 24.21 -38.48 -13.68  0.433
H 25.39 -38.62 -16.13  0.319
H 26.14 -39.45 -14.68  0.372
H 27.35 -37.37 -16.00  0.445
H 27.48 -37.71 -14.24  0.364
C 31.97 -35.20 -5.31  -1.445
C 31.11 -35.10 -6.51  -0.036
C 31.58 -34.01 -7.39  -0.778
N 30.88 -33.88 -8.83  0.431
C 29.29 -33.60 -8.70  -0.698
C 31.04 -35.23 -9.70  -0.842
C 31.10 -34.75 -11.19  -0.010
C 31.58 -33.27 -11.17  -0.871
C 31.49 -32.72 -9.65  0.438
H 31.80 -34.25 -4.80  0.352
H 33.01 -35.39 -5.56  0.357
H 31.70 -36.09 -4.74  0.397
H 30.08 -34.93 -6.19  0.200
H 31.16 -36.05 -7.05  0.310
H 32.64 -34.07 -7.62  0.465
H 31.49 -32.99 -7.01  0.297
H 28.72 -33.70 -9.63  -0.016
H 29.12 -32.68 -8.14  0.136
H 28.96 -34.36 -8.00  0.596
H 30.42 -36.03 -9.31  0.460
H 32.06 -35.50 -9.43  0.443
H 30.09 -34.78 -11.60  -0.379
H 31.72 -35.46 -11.74  0.554
H 31.02 -32.62 -11.85  0.394
H 32.61 -33.21 -11.50  0.346
H 30.68 -31.99 -9.59  -0.678
H 32.41 -32.37 -9.19  0.510
C 25.16 -29.34 -5.60  -1.053
C 25.47 -30.12 -6.92  0.052
C 24.44 -31.24 -7.28  -1.017
N 24.72 -31.96 -8.63  0.383
C 26.16 -32.57 -8.63  -0.882
C 23.58 -32.99 -8.99  -0.756
C 23.63 -33.14 -10.49  -0.242
C 24.00 -31.77 -10.95  -0.650
C 24.64 -30.98 -9.85  -0.459
H 25.59 -28.34 -5.72  0.095
H 25.40 -29.91 -4.70  0.357
H 24.10 -29.09 -5.60  0.440
H 26.49 -30.44 -7.16  0.101
H 25.42 -29.30 -7.64  0.349
H 23.41 -30.88 -7.28  0.495
H 24.53 -32.06 -6.56  0.408
H 26.91 -31.79 -8.80  -0.090
H 26.39 -33.23 -9.47  0.377
H 26.36 -33.19 -7.76  0.398
H 23.95 -33.90 -8.52  0.409
H 22.64 -32.67 -8.55  0.449
H 24.42 -33.86 -10.73  -0.017
H 22.66 -33.52 -10.81  0.514
H 24.68 -31.73 -11.81  0.080
H 23.20 -31.18 -11.41  0.486
H 25.59 -30.50 -10.05  0.178
H 23.83 -30.28 -9.65  0.469
Br 28.50 -30.33 -10.78  -0.597

# 2
Computed, not measured: a 6-piece molecular cluster, C32H72Cl2N2O14SSi overall at a distorted geometry, with the ωB97M-V functional and the def2-TZVPD basis.

Values from the calculation:
**Gap between HOMO and LUMO**: 9.3 eV
**SMILES**: [H]/N=C\C[Si@](CCCCS(=O)(=O)O)(/C(Cl)=C(/C)Cl)N(C)C(C)=O.COCCOC.COCCOC.COCCOC.COCCOC.COCCOC
**E_LUMO**: 0.3 eV
**Total charge**: 0

Each line ends with the Mulliken charge.
Cartesian coordinates (Å):
C 0.95 -2.25 0.04  -0.949
C 2.39 -1.96 -0.26  0.496
O 3.19 -2.89 -0.57  -0.654
N 2.82 -0.63 -0.08  0.765
C 4.28 -0.61 0.24  -0.875
Si 2.44 0.44 -1.44  -0.768
C 3.39 -0.24 -2.91  -0.358
C 2.60 -0.24 -4.17  -0.246
N 2.15 -1.29 -4.79  -0.805
C 0.61 0.50 -1.74  -0.342
C -0.17 1.08 -0.56  -0.476
C -1.68 1.16 -0.77  -0.964
C -2.50 0.12 -0.02  -1.054
S -2.84 0.55 1.66  1.087
O -3.66 -0.50 2.23  -0.494
O -3.15 1.95 1.72  -0.644
O -1.39 0.41 2.31  -0.226
C 2.93 2.17 -0.85  0.288
Cl 3.01 2.38 0.86  -0.178
C 3.12 3.32 -1.60  0.127
C 3.41 4.69 -1.09  -1.429
Cl 2.99 3.23 -3.32  0.013
H 0.45 -1.42 0.51  -0.050
H 0.43 -2.52 -0.88  0.345
H 0.93 -3.11 0.69  0.532
H 4.42 -1.26 1.07  0.072
H 4.90 -0.97 -0.57  0.258
H 4.59 0.38 0.52  0.415
H 4.35 0.25 -3.05  0.429
H 3.59 -1.28 -2.66  0.466
H 2.35 0.72 -4.60  0.474
H 2.42 -2.16 -4.35  0.249
H 0.43 1.14 -2.60  0.841
H 0.24 -0.48 -2.02  0.484
H 0.23 2.06 -0.33  0.177
H 0.03 0.49 0.33  0.049
H -2.06 2.14 -0.48  0.549
H -1.93 1.04 -1.82  0.260
H -3.50 0.01 -0.42  0.497
H -2.01 -0.86 -0.03  0.347
H -0.92 -0.32 1.92  0.195
H 2.53 5.10 -0.61  0.301
H 4.22 4.66 -0.37  0.345
H 3.67 5.35 -1.91  0.459
C 0.75 2.69 -9.50  -0.662
O 1.71 3.73 -9.45  -0.383
C 1.65 4.52 -8.28  -0.504
C 2.70 4.12 -7.28  -0.537
O 2.52 2.81 -6.77  -0.164
C 3.32 1.83 -7.41  -0.914
H 1.05 2.02 -10.31  0.252
H 0.72 2.12 -8.57  0.250
H -0.24 3.09 -9.72  0.316
H 0.65 4.45 -7.82  0.285
H 1.81 5.56 -8.58  0.379
H 2.66 4.81 -6.43  0.310
H 3.69 4.22 -7.74  0.393
H 4.37 1.91 -7.08  0.291
H 3.28 1.94 -8.50  0.439
H 2.93 0.85 -7.14  0.262
C 5.00 -3.98 6.15  -0.683
O 3.64 -3.74 5.82  -0.425
C 3.37 -2.41 5.41  -0.250
C 3.29 -2.27 3.92  -0.190
O 4.53 -2.56 3.28  -0.419
C 4.58 -3.87 2.73  -0.754
H 5.12 -5.06 6.21  0.253
H 5.67 -3.59 5.38  0.280
H 5.26 -3.53 7.11  0.327
H 4.14 -1.73 5.80  0.354
H 2.41 -2.11 5.84  -0.021
H 3.02 -1.24 3.67  0.255
H 2.51 -2.93 3.53  0.277
H 3.98 -3.93 1.82  0.243
H 4.22 -4.61 3.45  0.432
H 5.62 -4.08 2.49  0.239
C -7.20 -3.60 5.96  -0.727
O -7.12 -3.30 4.59  -0.398
C -5.96 -2.56 4.22  -0.404
C -4.89 -3.44 3.63  -0.274
O -4.38 -4.38 4.56  -0.339
C -4.94 -5.68 4.42  -0.761
H -7.98 -4.34 6.09  0.248
H -6.26 -4.00 6.34  0.321
H -7.46 -2.71 6.55  0.320
H -5.56 -2.03 5.09  0.325
H -6.26 -1.82 3.47  0.322
H -4.06 -2.80 3.31  0.193
H -5.28 -3.95 2.74  0.295
H -4.53 -6.19 3.54  0.311
H -6.02 -5.64 4.34  0.335
H -4.66 -6.24 5.31  0.237
C -1.25 -0.35 6.58  -0.641
O -0.52 0.40 7.53  -0.409
C 0.78 -0.09 7.79  -0.460
C 1.85 0.67 7.03  -0.657
O 1.71 0.52 5.63  -0.160
C 1.05 1.61 5.01  -0.600
H -2.11 0.24 6.29  0.254
H -0.65 -0.56 5.69  0.230
H -1.60 -1.30 7.01  0.366
H 0.84 -1.15 7.54  0.265
H 0.97 0.01 8.86  0.392
H 2.83 0.29 7.32  0.372
H 1.80 1.73 7.31  0.438
H 1.72 2.48 4.93  0.301
H 0.16 1.89 5.57  0.376
H 0.76 1.29 4.01  -0.010
C -2.60 2.85 -4.53  -0.921
O -3.70 2.21 -3.91  -0.172
C -4.94 2.87 -4.10  -0.566
C -5.80 2.23 -5.16  -0.530
O -5.21 2.30 -6.45  -0.379
C -4.58 1.09 -6.84  -0.632
H -1.77 2.14 -4.54  0.215
H -2.83 3.12 -5.56  0.489
H -2.30 3.74 -3.98  0.308
H -4.77 3.93 -4.34  0.358
H -5.48 2.83 -3.15  0.369
H -6.75 2.76 -5.21  0.375
H -6.00 1.19 -4.89  0.308
H -5.32 0.33 -7.11  0.319
H -3.93 0.70 -6.05  0.222
H -3.97 1.32 -7.71  0.238

Q: What is the total charge in the first record?
A: +3